Entry from the OMol25 dataset: a cluster of 2 separate species, C7H13F3OSSi in total (ωB97M-V with the def2-TZVPD basis set).

Atoms and positions in Å:
C 0.326 0.257 1.728
C 1.544 -0.067 2.493
C -1.586 -2.452 0.474
C -0.783 1.775 -2.243
C -1.036 -1.556 -0.635
C 0.385 1.374 -1.361
C 2.792 -1.019 -0.296
O -1.585 0.927 0.622
F 3.367 -1.993 0.620
F 3.753 0.001 -0.205
F 2.921 -1.403 -1.559
Si -0.138 -0.014 -0.103
S -1.142 0.912 2.156
H 1.279 -0.002 3.511
H 1.831 -1.015 2.165
H 2.229 0.689 2.251
H -2.239 -3.264 0.149
H -0.949 -2.696 1.241
H -2.359 -1.906 1.007
H -1.112 1.107 -2.963
H -1.749 2.185 -1.822
H -0.473 2.640 -2.876
H -1.901 -1.088 -1.207
H -0.480 -2.062 -1.318
H 0.582 2.368 -0.835
H 1.178 1.152 -2.016

Results
Largest force on an atom   3.2 eV Å⁻¹
Calculated total energy   -36379.0946 eV
E_HOMO (spin up / spin down)   -7.5194 / -7.5194 eV
LUMO energy (spin up / spin down)   -1.87 / -1.87 eV
Gap between HOMO and LUMO (spin up / spin down)   5.65 / 5.65 eV

***

Entry from the OMol25 dataset: a structure of composition C7H13I2NO2 (ωB97M-V with the def2-TZVPD basis set).

Atoms and positions in Å:
C 0.305 -0.464 -0.333
C -0.515 2.415 -0.290
C 1.285 -3.118 -2.126
C -0.015 0.322 0.904
C -1.829 1.840 1.815
C -1.140 1.300 0.573
C 2.235 -2.046 -1.822
N 1.556 -1.038 -0.272
O -0.476 -0.699 -1.243
O -2.891 2.724 1.395
I 2.787 -0.287 -2.983
I 4.025 -2.777 -0.952
H -1.103 3.319 -0.449
H 0.346 2.895 0.154
H -0.070 1.860 -1.170
H 1.379 -3.596 -3.102
H 1.300 -3.640 -1.189
H 0.246 -2.772 -2.233
H -0.418 -0.471 1.642
H 0.813 0.934 1.167
H -1.002 2.431 2.383
H -2.249 1.062 2.450
H -1.907 0.812 -0.161
H 2.258 -0.457 0.185
H -2.582 3.000 0.510

Results
Largest force on an atom   5.0 eV Å⁻¹
Calculated total energy   -29253.3368 eV
E_HOMO   -9.4244 eV
LUMO energy   -0.53 eV
Gap between HOMO and LUMO   8.90 eV

***

Entry from the OMol25 dataset: a cluster of 2 separate species, C7H13N in total (ωB97M-V with the def2-TZVPD basis set).

Atoms and positions in Å:
C 0.696 -0.937 -0.327
C 1.037 -2.017 0.674
C -2.044 0.509 0.249
C 0.503 0.427 0.212
C -0.742 1.186 -0.088
N -0.087 -1.374 -1.353
C 1.414 0.974 1.056
C -0.699 2.442 -0.537
H 1.798 -0.255 -1.396
H 0.312 -1.206 -2.282
H -0.666 -2.197 -1.251
H 0.381 -2.886 0.584
H 2.070 -2.334 0.504
H 0.952 -1.712 1.717
H -2.314 -0.258 -0.482
H -2.004 0.037 1.236
H -2.866 1.228 0.253
H 2.322 0.453 1.332
H 1.304 1.995 1.397
H 0.242 2.927 -0.768
H -1.608 2.999 -0.732

Results
Largest force on an atom   3.7 eV Å⁻¹
Calculated total energy   -8955.9333 eV
E_HOMO   -7.9029 eV
LUMO energy   0.45 eV
Gap between HOMO and LUMO   8.35 eV

***

Entry from the OMol25 dataset: an isolated molecule of C7H13N (ωB97M-V with the def2-TZVPD basis set).

Atoms and positions in Å:
C -0.575 0.130 -0.355
C 0.517 0.406 0.625
C -0.299 1.543 0.098
C 2.021 0.271 0.165
C -0.334 -0.274 -1.788
N 2.533 -1.082 0.155
C -1.822 -0.568 0.266
C -2.401 -0.301 1.426
H 0.376 0.075 1.648
H 2.438 -1.507 1.071
H 2.018 -1.651 -0.509
H 0.174 2.215 -0.605
H -1.019 2.025 0.742
H 2.164 0.699 -0.829
H 2.622 0.858 0.866
H -2.224 -1.366 -0.349
H -0.136 -1.343 -1.863
H -1.220 -0.050 -2.382
H 0.505 0.266 -2.221
H -3.290 -0.819 1.749
H -2.048 0.472 2.091

Results
Largest force on an atom   2.3 eV Å⁻¹
Calculated total energy   -8958.4605 eV
E_HOMO   -8.9430 eV
SMILES   C=C[C@@]1(C)C[C@@H]1CN
LUMO energy   1.06 eV
Gap between HOMO and LUMO   10.00 eV

***

Number 1: M 230.3 g/mol. Number 2: M 397.0 g/mol. Number 3: M 111.2 g/mol. Number 4: M 111.2 g/mol.